(1)
{
  "formula": "CH5N3O2",
  "method": "wB97M-V/def2-TZVPD",
  "energy_ev": -9678.8459,
  "relative_energy_kcal_mol": 83.6,
  "homo_lumo_gap_ev": 10.54,
  "e_lumo_ev": 0.4,
  "max_force_ev_per_a": 2.6,
  "mol_weight_g_mol": 91.1,
  "elements": ["N", "N", "C", "N", "O", "O", "H", "H", "H", "H", "H"],
  "xyz": [[-1.155, 0.570, 0.520], [1.082, 0.353, 0.207], [-0.162, -0.176, -0.098], [2.230, -0.457, 0.089], [-2.475, 0.453, -0.425], [-0.326, -1.146, -0.812], [-3.001, -0.129, 0.151], [-1.807, 1.415, -0.086], [1.154, 1.065, 0.918], [2.438, -0.554, -0.900], [2.023, -1.392, 0.437]],
  "forces_ev_per_angstrom": [[-1.81, 1.56, -0.92], [-0.08, -0.46, 0.10], [0.59, 0.04, -1.01], [-0.10, 0.05, -0.06], [0.01, -1.62, 0.14], [0.13, 0.23, 0.47], [-0.15, 0.51, -0.18], [1.56, -0.33, 1.46], [-0.09, -0.10, -0.05], [-0.05, -0.01, 0.10], [-0.03, 0.13, -0.06]],
  "lowdin_charge": [0.070, -0.043, -0.621, 0.022, -0.051, 0.057, 0.112, 0.167, 0.125, 0.080, 0.082]
}

(2)
{
  "formula": "C9H14",
  "method": "wB97M-V/def2-TZVPD",
  "energy_ev": -9559.4314,
  "relative_energy_kcal_mol": 17.3,
  "homo_lumo_gap_ev": 9.91,
  "e_lumo_ev": 1.0,
  "smiles": "Cc1ccccc1.CC",
  "max_force_ev_per_a": 2.3,
  "mol_weight_g_mol": 122.2,
  "elements": ["C", "C", "C", "C", "C", "C", "C", "H", "H", "H", "H", "H", "H", "H", "H", "C", "C", "H", "H", "H", "H", "H", "H"],
  "xyz": [[-1.907, 0.544, 1.189], [-0.530, 1.044, 1.353], [-0.154, 2.377, 1.212], [1.222, 2.660, 1.181], [2.161, 1.673, 1.377], [1.785, 0.346, 1.629], [0.430, 0.080, 1.687], [-2.139, 0.192, 0.189], [-2.644, 1.368, 1.187], [-2.083, -0.348, 1.848], [-0.892, 3.211, 1.048], [1.457, 3.721, 1.046], [3.276, 1.813, 1.383], [2.483, -0.455, 1.825], [-0.020, -0.880, 1.900], [-0.994, -2.361, -2.670], [0.442, -1.981, -2.299], [-1.140, -3.468, -2.698], [-1.782, -1.953, -2.050], [-1.251, -1.982, -3.664], [0.557, -1.888, -1.197], [1.144, -2.679, -2.679], [0.579, -1.033, -2.797]],
  "forces_ev_per_angstrom": [[-1.47, -0.07, -0.11], [0.47, 0.24, 0.36], [0.07, 0.08, -0.60], [-0.84, 1.02, 0.26], [2.06, -0.95, 0.14], [-0.97, 0.46, 0.31], [-0.42, 0.20, -0.67], [0.67, -0.44, -0.49], [0.08, -0.44, 1.07], [-0.37, 1.19, -0.30], [0.77, -1.12, 0.16], [0.45, -0.51, 0.02], [-1.33, 0.51, -0.18], [0.25, 0.21, -0.02], [0.59, -0.40, 0.04], [-0.31, -1.24, -0.62], [-1.53, 0.73, 0.88], [0.03, 0.75, 0.08], [0.13, 0.15, 0.55], [0.20, -0.23, -0.07], [0.12, 0.06, -0.76], [0.67, -0.65, -0.34], [0.68, 0.46, 0.30]],
  "lowdin_charge": [-0.071, -0.307, -0.048, -0.105, -0.110, -0.085, -0.070, 0.069, 0.085, 0.096, 0.125, 0.103, 0.115, 0.100, 0.102, -0.180, -0.159, 0.070, 0.045, 0.058, 0.066, 0.045, 0.056]
}